# 1
{"formula": "C4H17N2O6", "method": "ωB97M-V/def2-TZVPD", "elements": ["O", "O", "O", "O", "O", "O", "N", "N", "C", "C", "C", "C", "H", "H", "H", "H", "H", "H", "H", "H", "H", "H", "H", "H", "H", "H", "H", "H", "H"], "xyz": [[-0.33208, 0.27657, -3.81716], [-2.04685, -0.65225, 1.80042], [1.94686, -2.08960, -0.03164], [-0.04017, 3.38186, 0.38534], [-0.84763, 2.02071, 2.81540], [2.34883, 2.79606, -0.99107], [1.10287, 0.23760, -1.36528], [-0.21217, -2.66300, 0.10149], [0.55088, -0.24543, -0.06974], [-2.02607, -1.86328, 1.70727], [-1.61247, -2.37868, 0.34232], [0.79622, -1.71086, 0.01920], [0.11111, -3.60616, -0.04109], [-0.57632, 2.85773, 1.00557], [0.35250, 0.20858, -2.08003], [0.96509, 0.14900, 0.86966], [-0.48836, 0.08953, -0.03238], [-0.27437, -0.54887, -4.32445], [-1.58222, 2.15972, 3.41253], [-0.66612, 3.76077, -0.24194], [-2.19218, -2.47182, 2.59241], [3.22930, 3.17034, -0.95672], [1.84353, -0.37565, -1.71276], [-0.03594, 2.20820, 3.29994], [-1.99820, -1.73080, -0.41241], [-2.09985, -3.38209, 0.21126], [1.41559, 1.22342, -1.35165], [1.84210, 3.22154, -0.28287], [-0.68833, 0.98377, -4.35797]], "forces_ev_per_angstrom": [[0.275, -0.570, 0.515], [-0.440, -0.474, 0.506], [0.464, 0.275, -0.421], [-0.155, -0.334, -0.205], [0.444, -0.066, -0.544], [-0.303, -0.213, 0.085], [-0.452, 0.112, -0.142], [0.585, 2.041, 0.348], [-1.388, 0.742, 0.785], [1.315, 2.227, -0.595], [-0.740, -3.214, -0.136], [-0.393, -2.627, 0.044], [0.011, -0.048, 0.315], [0.135, 0.195, 0.249], [0.204, -0.004, -0.074], [0.549, 0.416, -0.817], [-0.003, -0.350, -0.050], [-0.219, 0.624, -0.128], [-0.117, 0.017, 0.245], [0.080, 0.079, 0.088], [-0.184, -0.608, 0.020], [0.258, 0.006, -0.080], [0.312, 0.176, 0.343], [-0.234, 0.085, 0.163], [-0.410, 0.644, -0.359], [0.143, 0.888, -0.114], [0.575, 0.079, 0.329], [-0.240, 0.035, -0.050], [-0.071, -0.134, -0.322]], "nbo_charge": [-0.9838, -0.5048, -0.5840, -0.9924, -0.9658, -0.9916, -0.6994, -0.5989, -0.3397, 0.4070, -0.3256, 0.6402, 0.4291, 0.5098, 0.4640, 0.2728, 0.2482, 0.5016, 0.4940, 0.4827, 0.1553, 0.4969, 0.4462, 0.4846, 0.2154, 0.2298, 0.4856, 0.5147, 0.5080], "e_above_lowest_kcal_mol": 0.0, "charge": 1, "lumo_ev": -2.80}

***

# 2
{"formula": "C4H17N6", "method": "ωB97M-V/def2-TZVPD", "elements": ["N", "N", "N", "N", "N", "N", "C", "C", "C", "C", "H", "H", "H", "H", "H", "H", "H", "H", "H", "H", "H", "H", "H", "H", "H", "H", "H"], "xyz": [[1.94824, 0.91990, 0.00109], [-1.29942, -1.54530, -1.21574], [-1.28281, 2.37148, 0.65174], [-1.06069, -0.38824, -0.42287], [0.28617, 2.12430, -1.24230], [0.28412, 0.92236, 2.13529], [0.81409, 1.54281, -0.21920], [-0.41031, -2.73641, -0.81563], [0.10257, 1.94790, 1.10528], [0.91292, -2.30864, -0.38818], [2.46331, 0.34576, -0.59625], [-1.66384, 2.76509, 1.46550], [-0.54129, -3.54251, -1.56081], [-1.15320, -3.17581, -0.00501], [-0.61401, 2.59998, -1.28589], [-0.99868, -0.69151, 0.53882], [2.04088, 0.65260, 0.99125], [1.15335, -2.53704, 0.56949], [0.66804, 1.89741, -2.10720], [1.68961, -2.66404, -1.05864], [0.55197, 2.91408, 1.56637], [0.86931, -1.13658, -0.41558], [-2.24604, -1.92916, -1.22326], [-1.80074, 1.50913, 0.43843], [-0.97567, -1.10367, -2.09053], [0.47304, 1.26495, 3.05753], [-0.21096, -0.01882, 2.12629]], "forces_ev_per_angstrom": [[-0.463, 0.197, 1.048], [1.963, 0.406, -0.236], [1.718, -1.550, 0.363], [-0.620, 0.984, 0.451], [0.666, -0.166, -1.318], [-0.313, -1.154, -0.770], [-1.043, 1.581, 3.081], [-4.436, -1.904, 1.019], [-1.154, 0.850, 0.391], [0.730, 2.892, -2.711], [0.783, -0.473, -1.557], [-1.080, 0.807, 1.093], [0.656, 0.677, -0.166], [2.040, 0.800, -0.791], [0.283, -0.353, 1.069], [-0.430, -0.593, 0.303], [-0.234, 0.132, -0.413], [0.669, -0.954, 2.878], [0.795, -0.184, -1.876], [0.133, -0.055, -0.010], [-0.327, -1.651, -1.110], [0.119, -2.174, -0.035], [-0.118, 0.555, -0.427], [0.102, 0.253, -0.083], [-0.935, -1.191, -0.218], [-0.233, 0.057, 0.189], [0.732, 2.209, -0.166]], "nbo_charge": [-0.7403, -0.3595, -0.8555, -0.9098, -0.6958, -0.8981, 0.5885, -0.2376, 0.0349, -0.6947, 0.4154, 0.3710, 0.2296, 0.2016, 0.4728, 0.2848, 0.4423, 0.2321, 0.3917, 0.2305, 0.2378, 0.2452, 0.3960, 0.3995, 0.4199, 0.4013, 0.3961], "e_above_lowest_kcal_mol": 64.5, "charge": 1, "lumo_ev": -2.52}

***

# 3
{"formula": "C4H17NO3", "method": "ωB97M-V/def2-TZVPD", "elements": ["O", "O", "O", "N", "C", "C", "C", "C", "H", "H", "H", "H", "H", "H", "H", "H", "H", "H", "H", "H", "H", "H", "H", "H", "H"], "xyz": [[2.80962, -1.70009, 0.69075], [-2.16028, 1.61604, -1.79439], [-1.19456, 2.55283, 0.22674], [0.64722, -0.98784, -0.70664], [0.90474, 0.40841, -1.22876], [0.28937, -0.10974, 1.53953], [-1.64520, -1.08849, 0.23178], [-0.17264, -1.16857, 0.53162], [1.66966, 0.95849, -0.65427], [-1.71032, 2.33145, -0.69895], [1.60751, -1.27522, -0.37360], [-2.20462, -0.37411, 0.89031], [1.30295, 0.24092, -2.24076], [-0.01836, 0.86642, 1.14282], [-2.60713, 1.99806, -2.55347], [-0.36293, -0.29472, 2.43371], [-2.06849, -2.10596, 0.18428], [2.81958, -1.42128, 2.81648], [3.20831, -1.93311, 3.22362], [-1.73522, -0.61481, -0.77492], [0.18233, -2.14874, 0.90095], [1.35218, -0.09202, 1.72920], [-0.04321, 0.95259, -1.32238], [3.58794, -1.39233, 0.20255], [-1.54508, 3.41666, 0.48579]], "forces_ev_per_angstrom": [[-0.454, 0.325, -0.837], [-0.112, -0.204, -0.252], [-0.292, 0.801, 0.105], [1.165, 1.519, 1.043], [-0.987, -1.081, -0.484], [-1.914, 0.405, 0.383], [-0.709, 0.693, -0.937], [1.757, 0.314, -0.180], [-0.510, -0.284, 0.074], [0.243, -0.484, 0.100], [0.766, -1.435, -0.171], [0.492, -0.937, -0.317], [-0.026, 0.153, 0.214], [0.000, -0.044, 0.211], [0.051, 0.127, 0.069], [0.943, 0.290, -0.302], [-0.168, 0.543, 0.156], [0.379, -0.492, 0.357], [-0.291, 0.415, 0.010], [-0.290, -0.305, 0.597], [-0.493, 0.243, -0.171], [0.119, -0.399, 0.194], [0.230, 0.145, 0.113], [-0.081, -0.006, -0.003], [0.180, -0.302, 0.025]], "lowdin_spin": [0.4521, 0.0010, -0.0002, 0.4118, 0.0282, 0.0219, 0.0135, 0.0264, 0.0150, 0.0000, 0.0083, 0.0003, 0.0050, 0.0006, 0.0000, 0.0023, 0.0007, 0.0022, 0.0043, 0.0012, -0.0005, 0.0001, 0.0022, 0.0038, 0.0000], "spin_multiplicity": 2, "s_squared": 0.7620, "e_above_lowest_kcal_mol": 58.9, "charge": -1, "lumo_ev": [3.83, 0.83]}

***

# 4
{"formula": "C4H17NO3", "method": "ωB97M-V/def2-TZVPD", "elements": ["O", "O", "O", "N", "C", "C", "C", "C", "H", "H", "H", "H", "H", "H", "H", "H", "H", "H", "H", "H", "H", "H", "H", "H", "H"], "xyz": [[-1.79156, -1.73457, 0.40261], [-1.16159, -0.88750, 3.37256], [-2.73778, 1.45307, -1.02475], [0.89113, -0.58297, -0.28794], [1.31963, -0.47032, -1.67050], [0.49832, 0.82644, 1.69309], [0.65034, 0.65917, -2.43220], [1.52857, 0.36758, 0.64824], [0.97729, -1.51367, 0.08558], [-0.93442, -0.38903, 2.57184], [-1.93971, -2.52305, -0.14314], [0.74743, 1.87254, 1.89864], [1.88474, 1.23716, 0.10036], [-0.52772, 0.75668, 1.34551], [1.38276, 1.05143, -3.14314], [-1.79527, 1.33233, -1.15573], [0.66377, 0.34376, 2.64986], [1.16652, -1.41809, -2.19842], [-1.55203, -1.68732, 3.00781], [0.58768, 1.59327, -1.85803], [2.40214, -0.35292, -1.80125], [-3.03965, 0.99495, -0.24022], [-0.38158, 0.49084, -2.73152], [-1.20162, -1.29275, -0.23978], [2.36260, -0.12700, 1.15053]], "forces_ev_per_angstrom": [[0.336, -0.410, -1.276], [-0.088, -0.032, -0.279], [-0.371, 0.469, -0.563], [-0.078, 0.412, -0.166], [0.398, -0.470, -0.419], [1.578, 1.084, 0.197], [0.606, 1.322, 0.782], [-1.164, -0.648, -0.049], [0.155, -0.237, -0.147], [-0.284, -0.384, 0.550], [-0.525, -0.174, 0.633], [-0.477, 0.084, 0.059], [0.108, -0.140, -0.170], [0.012, 0.065, -0.190], [-0.695, -0.606, -0.993], [0.038, -0.258, 0.426], [-0.181, -0.266, -0.031], [-0.437, 0.019, 0.180], [-0.105, -0.077, 0.052], [-0.068, -0.302, 0.758], [0.197, 0.242, 0.431], [0.389, -0.271, 0.168], [0.248, -0.325, -0.678], [0.185, 0.642, 0.789], [0.224, 0.260, -0.066]], "nbo_charge": [-0.9604, -0.9529, -0.9513, -0.6682, -0.2241, -0.6413, -0.6412, -0.2195, 0.3721, 0.4729, 0.4655, 0.2178, 0.1916, 0.2038, 0.2257, 0.4713, 0.2312, 0.1976, 0.4741, 0.2044, 0.1658, 0.4813, 0.2146, 0.4830, 0.1861], "e_above_lowest_kcal_mol": 27.2, "lumo_ev": 0.52}

***

# 5
{"formula": "C4H17NO5S2", "method": "ωB97M-V/def2-TZVPD", "elements": ["S", "S", "O", "O", "O", "O", "O", "N", "C", "C", "C", "C", "H", "H", "H", "H", "H", "H", "H", "H", "H", "H", "H", "H", "H", "H", "H", "H", "H"], "xyz": [[-2.35067, 1.16680, -1.38884], [-1.46378, 1.94432, -2.99357], [1.33921, 1.00951, 2.37657], [3.11789, -2.28148, 0.50070], [1.73685, 1.65905, -1.51901], [-0.31743, -1.10430, -1.95109], [0.68908, 2.98727, 0.51777], [-0.77338, -2.55768, -0.22993], [-0.37380, -0.16179, 0.20338], [-1.92381, -2.77381, 0.66221], [-1.48889, 0.90152, 0.12642], [-0.54714, -1.28918, -0.77239], [-1.15165, 1.90474, 0.58347], [-0.28719, -0.55195, 1.22756], [-0.72892, -3.22246, -1.00748], [0.73360, 1.69208, 2.00885], [-2.10838, -3.85166, 0.75966], [-1.08607, 3.17255, -2.53939], [1.01035, 3.88281, 0.65888], [-2.81448, -2.15500, 0.40735], [1.22813, 0.99800, -2.00865], [3.42603, -2.89231, -0.18507], [-2.35935, 0.69659, 0.78540], [0.62060, 0.24619, 0.12841], [-1.59605, -2.33554, 1.68284], [2.17879, -2.50684, 0.51148], [1.03444, 2.62521, -0.34379], [2.54236, 1.19475, -1.25171], [1.71367, 1.60260, 3.04999]], "forces_ev_per_angstrom": [[-0.720, -0.762, -0.737], [0.036, 0.497, 0.201], [-0.715, 1.376, 0.393], [-0.394, -0.367, -0.587], [0.012, -0.328, -0.378], [-0.089, 0.121, -0.340], [-0.431, 0.029, -0.524], [-0.348, 0.516, -1.754], [-0.593, -0.284, 0.995], [0.917, 1.626, 2.239], [0.681, 2.155, 2.212], [0.665, -1.066, 0.666], [-0.029, -1.280, -0.998], [-0.710, 0.202, -0.069], [-0.134, 0.125, 0.350], [0.457, -0.702, -0.388], [-0.147, 0.587, -0.043], [0.309, -0.417, 0.231], [0.107, -0.065, -0.206], [0.359, -0.902, -0.275], [0.085, -0.075, -0.033], [0.345, 0.210, 0.202], [0.244, -0.472, -0.510], [0.189, 0.432, -0.731], [-0.671, -1.102, -1.290], [-0.023, 0.166, 0.343], [0.145, 0.433, 0.875], [0.006, 0.137, 0.039], [0.446, -0.791, 0.119]], "lowdin_spin": [0.5378, 0.2907, 0.0002, 0.0000, 0.0030, 0.0096, 0.0017, 0.0073, 0.0312, 0.0009, 0.0655, 0.0040, 0.0128, 0.0033, 0.0003, 0.0000, 0.0000, 0.0276, 0.0000, 0.0002, 0.0036, 0.0000, -0.0005, 0.0003, 0.0003, 0.0000, 0.0000, 0.0001, 0.0000], "spin_multiplicity": 2, "s_squared": 0.7546, "e_above_lowest_kcal_mol": 0.0, "charge": 1, "lumo_ev": [-4.18, -8.08]}

***

# 6
{"formula": "C4H18O7Pt", "method": "ωB97M-V/def2-TZVPD", "elements": ["Pt", "O", "O", "O", "O", "O", "O", "O", "C", "C", "C", "C", "H", "H", "H", "H", "H", "H", "H", "H", "H", "H", "H", "H", "H", "H", "H", "H", "H", "H"], "xyz": [[-0.36423, -0.56557, -0.32033], [0.20177, 0.45243, -1.55033], [-1.32423, -2.07157, 1.54567], [1.87577, 1.07243, 0.77967], [-0.72223, 0.51343, 0.94067], [1.00577, -1.47157, 0.13867], [-1.72923, -1.32357, -1.01933], [1.83077, 2.52643, -1.71633], [-2.39623, -2.71957, 0.81767], [2.26877, 2.43743, 0.57567], [1.39977, 3.07343, -0.44933], [-2.00223, -2.70657, -0.66433], [-1.59923, -1.96257, 2.51067], [-3.37323, -2.30857, 1.02967], [1.88277, -1.61557, -0.26533], [-2.39623, -3.69857, 1.30767], [-2.82523, -3.05057, -1.29233], [-1.64023, 0.87343, 1.07467], [0.97477, -2.22657, 0.73767], [-0.37623, 0.84643, -2.22333], [3.27077, 2.47143, 0.25567], [2.53677, 3.00443, -2.06233], [1.36277, 4.17043, -0.49333], [2.23377, 3.02843, 1.50967], [-1.17723, -3.39957, -0.84433], [-2.48323, -1.08057, -1.60433], [0.93477, 1.09043, -1.55433], [2.44377, 0.68543, 1.50267], [0.32177, 2.93743, -0.19233], [-0.13523, 1.01743, 1.52567]], "forces_ev_per_angstrom": [[-3.522, -5.583, 2.048], [4.871, 10.329, -13.206], [-0.727, 0.600, 1.572], [0.595, -0.377, 1.255], [-5.292, 11.290, 12.399], [15.528, -9.436, 4.651], [-13.932, -6.625, -7.814], [-3.494, -1.521, 1.177], [0.806, -1.048, 0.918], [-0.468, 1.082, 1.804], [-0.377, 0.682, -0.379], [-1.432, -1.302, 1.168], [0.526, -0.277, -1.810], [-0.169, 0.664, -0.190], [0.271, 0.534, -0.023], [-0.397, -0.453, -1.071], [-0.037, -0.064, 0.152], [0.972, -0.130, 0.249], [-0.305, -0.353, 0.723], [-0.011, -0.006, -0.379], [1.354, -0.007, -0.507], [1.922, 1.354, -0.960], [0.971, -0.169, 0.228], [-0.193, -0.414, -0.123], [0.448, 0.687, -0.166], [0.301, 0.067, 0.231], [1.362, 0.565, -0.139], [-0.705, 0.673, -1.164], [0.528, -0.845, -0.824], [0.607, 0.084, 0.180]], "lowdin_spin": [1.2219, 0.1701, 0.0609, 0.0027, 0.1551, 0.1264, 0.1415, 0.0055, 0.0012, 0.0003, 0.0005, 0.0319, 0.0037, 0.0000, 0.0071, 0.0011, 0.0050, 0.0134, 0.0146, 0.0105, 0.0000, 0.0002, 0.0001, 0.0001, 0.0011, -0.0004, 0.0099, 0.0001, 0.0003, 0.0154], "spin_multiplicity": 3, "s_squared": 2.0026, "charge": 2, "lumo_ev": [-6.57, -6.67]}